# 1
DFT (ωB97M-V/def2-TZVPD) results for a gas-phase ion, C5H5N2O2 (charge -1).

XYZ file:
```
14
Properties=species:S:1:pos:R:3
C -0.87 -1.30 -1.16
C -2.45 0.98 -0.34
C 0.03 0.73 -0.53
C -2.58 -0.26 0.23
C 0.94 1.17 0.50
N 0.07 -0.46 -0.96
N -2.03 -1.38 -0.43
O -2.99 1.82 -1.01
O -2.96 -0.48 1.41
H -0.83 -2.01 -1.96
H 1.05 2.20 0.44
H 1.92 0.50 0.31
H 0.75 0.98 1.56
H -1.92 -1.97 0.41
```

Summary:
- Net charge: -1
- E_HOMO (spin up / spin down): -0.07772 / -0.07770 Eh
- Gap between HOMO and LUMO (spin up / spin down): 0.2286 / 0.2285 Ha
- LUMO energy (spin up / spin down): 4.1 / 4.1 eV
- Spin multiplicity: 1

# 2
DFT (ωB97M-V/def2-TZVPD) results for 2 unconnected molecules or ions with the total composition C5H5N2O2S2.

XYZ file:
```
16
Properties=species:S:1:pos:R:3
C -2.29 1.06 1.32
C -1.36 1.96 0.85
C -0.67 -0.10 0.56
C 1.61 -0.85 -0.17
C 0.21 -1.16 0.20
N -1.86 -0.20 1.13
N -0.33 1.22 0.38
O 2.34 -1.91 -0.53
O 2.11 0.25 -0.04
S 0.79 -0.44 -3.10
S -0.27 -2.76 0.24
H -3.24 1.26 1.77
H -1.36 3.03 0.83
H 0.55 1.50 -0.02
H 2.07 -0.20 -2.84
H 1.72 -2.68 -0.57
```

Summary:
- Net charge: -1
- E_HOMO (spin up / spin down): -0.11999 / -0.12036 Eh
- Gap between HOMO and LUMO (spin up / spin down): 0.1806 / 0.1811 Ha
- LUMO energy (spin up / spin down): 1.6 / 1.7 eV
- Spin multiplicity: 1

# 3
DFT (ωB97M-V/def2-TZVPD) results for a gas-phase ion, C5H5N2O3S (charge -1).

XYZ file:
```
16
Properties=species:S:1:pos:R:3
C 0.90 1.56 -0.87
C -0.04 2.05 0.04
C 0.38 -0.76 -0.89
C -1.59 0.12 0.44
C 2.07 -1.62 0.52
N 1.07 0.32 -1.09
N -1.04 1.17 0.31
O -3.59 -1.64 0.14
O -4.08 0.68 0.75
O 0.90 -1.85 -0.34
S -3.35 -0.22 -0.17
H 1.52 2.20 -1.44
H 0.04 2.97 0.39
H 2.27 -2.69 0.98
H 1.63 -1.06 1.35
H 2.92 -1.23 -0.13
```

Summary:
- Net charge: -1
- E_HOMO: -0.12303 Eh
- Gap between HOMO and LUMO: 0.2488 Ha
- LUMO energy: 3.4 eV
- Spin multiplicity: 1

# 4
DFT (ωB97M-V/def2-TZVPD) results for C5H5N3 in the gas phase.

XYZ file:
```
13
Properties=species:S:1:pos:R:3
N 0.93 3.32 -1.10
C 0.39 2.35 -0.66
C 0.11 1.09 -0.13
N -0.48 1.10 1.06
C -0.95 -0.15 1.35
C -0.57 -1.32 0.84
C 0.24 -1.21 -0.50
N 0.21 0.13 -1.05
H -1.40 -0.03 2.33
H -0.94 -2.36 1.17
H 0.00 -1.96 -1.30
H 1.32 -1.41 -0.31
H 1.14 0.45 -1.70
```

Summary:
- Net charge: 0
- E_HOMO: -0.32056 Eh
- Gap between HOMO and LUMO: 0.3055 Ha
- Structure (SMILES): N#CC1=NC=CCN1
- LUMO energy: -0.4 eV
- Spin multiplicity: 1

no.,molecular weight (g/mol),largest force on an atom (eV/A),total energy (Ha)
1,125.1,3.69,-453.39223
2,189.2,2.63,-1249.95906
3,173.2,5.03,-926.81465
4,107.1,8.16,-357.69375